[1]
A cluster of 2 separate species, C4H14NOS in total. Source: the Open Molecules 2025 dataset; level of theory: the ωB97M-V functional and the def2-TZVPD basis.

Structure (XYZ):
```
21
Properties=species:S:1:pos:R:3:forces:R:3
C 1.168627 -0.316652 1.624885 1.30 0.14 0.95
C -0.259444 -0.830897 1.974677 0.34 -0.94 -1.89
C -1.526843 -0.236549 1.222416 1.43 1.57 0.10
S -1.696444 -0.548210 -0.586779 -0.02 0.57 0.57
C -1.620610 1.141953 -1.294899 0.38 0.10 2.02
N 1.582578 -0.324208 0.159402 -0.90 0.26 1.26
H 1.361523 0.723136 1.884682 -0.50 0.15 0.25
H 1.976359 -0.849705 2.151145 -0.76 -0.20 0.15
H -0.409496 -0.699179 3.045185 -0.07 0.00 -0.05
H -0.252166 -1.899246 1.728968 -0.08 -0.04 0.55
H -1.481345 0.855516 1.304277 -0.13 -0.10 -0.04
H -2.444911 -0.509575 1.722803 -0.32 -0.68 0.00
H -1.262692 1.851157 -0.522287 -0.04 -0.50 -0.17
H -2.658595 1.458768 -1.434152 0.03 -0.19 -0.88
H -0.891310 1.155843 -2.093348 -0.57 -0.13 -0.78
H 1.821312 -1.219532 -0.273727 -0.57 -0.05 -0.03
H 0.722391 0.130901 -0.126912 0.49 -0.16 -1.84
H 2.366718 0.309936 -0.037181 -0.08 0.22 -0.22
H 2.292043 1.567497 -2.532617 -0.43 0.44 -0.48
H 3.651970 1.058558 -2.214746 0.55 -0.06 0.01
O 2.790623 1.189561 -1.816920 -0.04 -0.41 0.52
```
Positions in Å, forces in eV/Å.

## Properties
* LUMO (alpha / beta): -7.035 / -12.362 eV
* frontier orbital gap (alpha / beta): 12.12 / 6.79 eV
* 2S+1: 2
* HOMO energy (alpha / beta): -19.2 / -19.2 eV
* charge: +2
* energy: -688.2659 Eh
* ΔE to the lowest compared entry with this formula, charge and spin: 12.0 kcal per mole

Here are the Löwdin charges for atoms 1 to 5, given in e: atom 1 (C): -0.114, atom 2 (C): -0.142, atom 3 (C): -0.356, atom 4 (S): 1.181, atom 5 (C): -0.253

***

[2]
A structure of composition C18H50BrIN4O3Ta. Source: the Open Molecules 2025 dataset; level of theory: the ωB97M-V functional and the def2-TZVPD basis.

Structure (XYZ):
```
78
Properties=species:S:1:pos:R:3:forces:R:3
C 2.738892 -1.380899 2.581602 -0.04 0.17 0.03
C 2.033293 -1.867006 1.337475 0.03 0.04 -0.07
C 0.514152 -1.779508 1.394688 -0.10 0.13 -0.26
N -0.027921 -0.519178 0.860817 -0.73 0.73 1.02
Ta -0.569264 1.041045 2.176030 1.37 -0.81 -1.09
I 1.478648 2.774749 1.186270 -0.21 -0.11 0.23
C -2.228336 -0.150975 3.143182 0.47 0.42 -0.39
C -2.954481 -1.089676 2.197595 -0.04 -0.02 -0.11
C -3.927292 -1.937197 2.962163 -0.14 -0.16 0.12
Br -4.678496 -3.403772 1.907467 -0.11 -0.22 -0.19
H 2.405441 -1.926662 3.457729 -0.07 -0.12 0.24
H 3.811190 -1.504035 2.489834 0.30 -0.04 0.00
H 2.543153 -0.327882 2.753175 -0.07 0.22 0.08
H 2.315238 -2.898502 1.144631 0.09 -0.27 -0.06
H 2.362147 -1.273483 0.493075 0.14 0.06 -0.34
H 0.109312 -2.606123 0.818961 -0.21 -0.20 -0.12
H 0.195414 -1.934410 2.426579 -0.10 -0.09 0.28
H -0.717640 -0.696068 0.143420 0.13 0.01 -0.31
H 0.383773 0.562147 3.693675 -0.42 0.25 0.22
H -1.145734 2.502667 3.154430 -0.15 -0.09 -0.22
H -1.898634 1.644246 1.035964 -0.25 -0.03 0.50
H -2.926399 0.593101 3.517065 -0.13 0.21 0.17
H -1.854364 -0.696887 4.004901 0.17 -0.15 0.20
H -3.485076 -0.518734 1.443079 -0.08 0.12 -0.24
H -2.266847 -1.742624 1.669550 0.20 -0.16 -0.07
H -3.447209 -2.423849 3.797334 0.09 -0.12 0.24
H -4.786160 -1.386977 3.313498 -0.17 0.20 0.13
C 1.635761 0.773081 -4.363342 0.01 -0.03 -0.03
C 0.922027 0.185244 -3.147507 0.12 0.01 -0.08
C -0.585555 0.471718 -3.132409 0.00 -0.08 -0.02
O -0.945583 1.768688 -2.733029 -0.11 0.10 0.10
C -0.754997 2.793365 -3.682300 -0.02 0.03 0.03
N 1.620105 0.608777 -1.939668 -0.15 -0.05 0.01
H 1.780174 1.846830 -4.246093 -0.02 0.02 -0.02
H 2.619521 0.317170 -4.471941 0.03 0.01 0.02
H 1.071688 0.606407 -5.284241 0.00 -0.01 0.00
H 1.012266 -0.906017 -3.212506 -0.03 -0.01 0.00
H -1.057068 -0.188678 -2.400921 0.00 0.00 0.02
H -1.021019 0.243529 -4.119785 0.03 0.00 0.02
H -0.934736 2.433575 -4.703076 0.00 0.00 -0.01
H 0.244952 3.226676 -3.634861 0.02 0.00 -0.06
H -1.474885 3.579844 -3.454583 -0.02 0.00 0.00
H 1.229192 0.142423 -1.123463 0.04 -0.03 0.06
H 1.415457 1.588910 -1.765305 0.07 0.06 -0.01
C 1.412005 7.016338 -4.754112 0.01 0.01 0.00
C 2.475614 6.076451 -4.195812 -0.13 -0.02 0.02
C 3.913130 6.537140 -4.446285 0.03 0.04 0.08
O 4.367607 6.378570 -5.776205 -0.01 -0.04 -0.13
C 4.018741 7.412602 -6.669358 0.04 0.00 0.02
N 2.213120 4.720943 -4.677863 0.19 -0.03 -0.01
H 1.308428 6.900690 -5.833555 0.02 0.00 -0.02
H 0.446017 6.785021 -4.309168 -0.03 -0.03 0.00
H 1.648975 8.060347 -4.541178 0.00 0.01 0.00
H 2.357351 6.052922 -3.108284 0.02 0.03 0.03
H 4.580943 5.923720 -3.837795 0.01 -0.01 -0.02
H 4.040944 7.583767 -4.134989 -0.03 -0.02 0.03
H 4.028202 8.385927 -6.167322 0.00 0.03 -0.01
H 3.033823 7.263448 -7.120090 0.00 0.01 0.03
H 4.764957 7.420206 -7.463240 0.00 0.00 -0.02
H 2.821474 4.063874 -4.198089 -0.06 -0.01 0.04
H 2.480565 4.665021 -5.656257 -0.03 0.02 -0.02
C -4.005666 -6.481674 4.826880 -0.02 -0.02 0.00
C -2.905764 -7.071328 5.701887 -0.05 -0.02 -0.04
C -1.761334 -6.093942 5.993637 0.00 0.05 0.10
O -0.869023 -5.886133 4.923301 0.04 -0.02 -0.13
C -1.293805 -4.958039 3.938930 0.03 0.01 0.00
N -2.440052 -8.331955 5.118340 0.03 0.02 0.04
H -3.703603 -6.432315 3.781889 0.02 0.02 -0.03
H -4.900571 -7.100426 4.875389 0.00 -0.05 0.00
H -4.269134 -5.472244 5.145396 0.00 0.02 0.00
H -3.347619 -7.313944 6.674328 0.00 0.03 0.03
H -1.150018 -6.508888 6.800035 0.00 0.00 -0.01
H -2.163701 -5.131347 6.340312 -0.02 -0.02 0.00
H -1.878544 -4.148992 4.386656 0.00 0.02 0.00
H -1.892095 -5.431706 3.157987 -0.04 0.03 0.00
H -0.402815 -4.531791 3.481183 0.03 0.00 0.01
H -1.796384 -8.786659 5.757897 -0.02 -0.01 0.01
H -1.885870 -8.110657 4.296397 -0.02 -0.01 -0.04
```
Positions in Å, forces in eV/Å.

## Properties
* LUMO: 2.270 eV
* frontier orbital gap: 7.59 eV
* 2S+1: 1
* HOMO energy: -5.3 eV
* charge: -1
* energy: -4089.1926 Eh

Here are the Löwdin charges for atoms 1 to 5, given in e: atom 1 (C): -0.130, atom 2 (C): -0.271, atom 3 (C): -0.356, atom 4 (N): -0.269, atom 5 (Ta): 0.959

***

[3]
A cluster of 2 separate species, C8H11NS in total. Source: the Open Molecules 2025 dataset; level of theory: the ωB97M-V functional and the def2-TZVPD basis.

Structure (XYZ):
```
21
Properties=species:S:1:pos:R:3:forces:R:3
C -2.432238 -0.282265 -0.392990 4.44 -2.67 -0.77
C -1.243411 -0.945302 -0.632451 -1.81 1.39 2.10
C -0.203524 -0.982963 -1.592271 1.54 -1.05 -1.33
S 0.259352 -0.752848 -3.209373 0.86 -0.87 0.10
C 1.394357 -2.121573 -2.986461 -0.05 0.76 0.34
N 1.372286 -2.651743 -1.791095 1.75 -1.64 -0.85
C 0.508395 -2.063731 -1.015215 -3.36 2.92 -1.45
C -0.383965 -1.983931 0.194320 -0.62 1.52 1.18
C 0.432143 -1.383475 1.327147 -1.24 -2.97 0.41
H -2.709840 0.505258 -0.999908 -0.91 1.30 -1.18
H -2.987921 -0.661597 0.392363 -1.26 -0.13 1.54
H 2.174997 -2.392560 -3.698280 -0.50 0.21 -0.04
H -1.031700 -2.709977 0.590413 -0.38 -1.89 0.01
H 1.192528 -2.116490 1.554987 0.29 -0.02 0.52
H -0.067061 -1.014777 2.178949 -1.13 -0.42 1.29
H 0.848552 -0.543404 1.009549 2.41 3.54 -1.83
C 0.691446 2.453345 -0.088525 3.06 1.20 -2.75
H 0.524871 2.663342 -1.171217 -0.90 0.29 1.00
H 0.645209 1.420348 0.001965 0.25 -1.91 0.36
H 1.736568 2.857093 -0.001921 -0.62 -0.84 0.31
H 0.162004 2.902343 0.670940 -1.80 1.28 1.05
```
Positions in Å, forces in eV/Å.

## Properties
* LUMO: 0.051 eV
* frontier orbital gap: 8.29 eV
* 2S+1: 1
* HOMO energy: -8.2 eV
* energy: -764.2384 Eh
* SMILES string: C=C1c2scnc2[C@H]1C.C
* ΔE to the lowest compared entry with this formula, charge and spin: 69.6 kcal per mole

Here are the Löwdin charges for atoms 1 to 5, given in e: atom 1 (C): 0.104, atom 2 (C): -0.221, atom 3 (C): -0.508, atom 4 (S): 1.035, atom 5 (C): -0.391

***

[4]
A cluster of 2 separate species, C5H15N2 in total. Source: the Open Molecules 2025 dataset; level of theory: the ωB97M-V functional and the def2-TZVPD basis.

Structure (XYZ):
```
22
Properties=species:S:1:pos:R:3:forces:R:3
C 1.522383 -1.199587 0.323388 -0.41 0.34 0.00
C 0.002142 -1.187080 0.535837 -0.20 -0.42 -0.36
C -0.784525 -1.348442 -0.794002 0.53 0.61 0.80
N -0.490063 -2.178563 1.499062 0.30 0.02 -0.36
H 1.828967 -0.423997 -0.385198 -0.01 -0.09 -0.04
H 2.018538 -0.976263 1.268690 0.11 -0.20 -0.01
H 1.853438 -2.166266 -0.058066 0.02 0.01 0.07
H -0.282304 -0.240374 0.998761 0.16 0.37 0.07
H -1.853879 -1.219037 -0.600340 0.00 -0.31 -0.16
H -0.448636 -0.620020 -1.548713 0.01 -0.15 0.06
H -0.578865 -2.329239 -1.202642 -0.20 -0.23 -0.18
H 0.098733 -2.139616 2.323795 -0.12 -0.01 0.15
H -0.349609 -3.110297 1.118688 -0.10 -0.04 0.00
C -0.004395 2.368896 0.125848 -0.31 -0.65 -0.13
C 0.881462 2.592498 -0.820774 0.51 0.06 0.22
N -1.317006 1.798952 -0.278767 0.40 -1.33 -0.73
H 0.124360 2.310785 1.197299 0.26 0.31 -0.08
H 1.913800 2.805383 -0.566684 -0.18 0.24 0.14
H 0.688961 2.526189 -1.886548 -0.26 -0.03 0.09
H -1.504619 2.020540 -1.260057 -0.40 0.42 0.21
H -1.197217 0.756131 -0.315377 -0.12 0.57 0.28
H -2.121664 1.959407 0.325799 0.01 0.50 -0.03
```
Positions in Å, forces in eV/Å.

## Properties
* LUMO: -3.445 eV
* frontier orbital gap: 9.35 eV
* 2S+1: 1
* HOMO energy: -12.8 eV
* charge: +1
* energy: -308.7255 Eh
* ΔE to the lowest compared entry with this formula, charge and spin: 42.2 kcal per mole

Here are the Löwdin charges for atoms 1 to 5, given in e: atom 1 (C): -0.059, atom 2 (C): -0.526, atom 3 (C): -0.075, atom 4 (N): 0.035, atom 5 (H): 0.065

***

[5]
A structure of composition C6H5O6Tm. Source: the Open Molecules 2025 dataset; level of theory: the ωB97M-V functional and the def2-TZVPD basis.

Structure (XYZ):
```
18
Properties=species:S:1:pos:R:3:forces:R:3
O -0.450839 2.394694 -4.283051 0.58 -1.09 5.43
C -0.336528 2.174760 -3.150295 -0.93 1.27 -7.48
Tm -0.091179 1.938314 -0.811978 -0.40 1.94 1.75
C -1.032470 1.470359 1.308073 -1.22 -0.83 6.84
O -1.304558 1.235697 2.409921 0.89 0.93 -4.93
C -0.797565 -0.748035 -1.256534 0.14 -4.29 1.92
O -0.293197 -1.547706 -0.468740 -1.28 3.05 -2.79
C 1.834211 0.704284 -1.127549 5.43 -3.25 -0.68
O 2.812033 0.118778 -1.237421 -3.34 2.01 0.33
C -1.884421 0.298641 -0.710722 -4.12 -0.91 -1.52
O -3.059179 0.067847 -0.854721 3.76 0.63 0.72
H -0.843845 -0.858272 -2.373017 0.44 0.18 0.48
C 0.634377 -1.420741 2.226074 -0.08 -0.62 0.72
O 1.220383 -0.314926 1.504952 0.69 0.15 -0.41
H -0.455407 -1.381679 2.080557 0.50 -0.07 -0.01
H 0.831844 -1.307563 3.314305 -0.04 -0.12 -0.72
H 1.024859 -2.405830 1.865620 -0.35 0.89 0.25
H 2.191489 -0.418629 1.564527 -0.69 0.13 0.11
```
Positions in Å, forces in eV/Å.

## Properties
* LUMO (alpha / beta): -9.912 / -10.319 eV
* frontier orbital gap (alpha / beta): 7.58 / 6.81 eV
* 2S+1: 3
* HOMO energy (alpha / beta): -17.5 / -17.1 eV
* charge: +2
* energy: -1767.4405 Eh
* ΔE to the lowest compared entry with this formula, charge and spin: 23.4 kcal per mole

Here are the Löwdin charges for atoms 1 to 5, given in e: atom 1 (O): 0.214, atom 2 (C): 0.040, atom 3 (Tm): 1.136, atom 4 (C): -0.012, atom 5 (O): 0.212

***

[6]
The molecule CH2N3P. Source: the Open Molecules 2025 dataset; level of theory: the ωB97M-V functional and the def2-TZVPD basis.

Structure (XYZ):
```
7
Properties=species:S:1:pos:R:3:forces:R:3
C -0.488205 -0.888529 -0.004764 -1.09 -2.05 0.20
N 0.840111 -1.143630 0.041865 -0.12 -1.53 0.60
N 1.642438 -0.184524 0.088836 0.52 0.75 -0.35
N 0.993088 1.219193 -0.020607 2.23 -1.18 0.83
P -0.502039 0.847132 -0.260301 -1.52 0.85 -3.79
H -1.325637 -1.684398 -0.126542 1.98 1.50 0.43
H -1.159758 1.834753 0.281516 -2.00 1.67 2.08
```
Positions in Å, forces in eV/Å.

## Properties
* LUMO (alpha / beta): 0.823 / -3.247 eV
* frontier orbital gap (alpha / beta): 8.10 / 6.96 eV
* 2S+1: 3
* HOMO energy (alpha / beta): -7.3 / -10.2 eV
* energy: -544.6869 Eh
* ΔE to the lowest compared entry with this formula, charge and spin: 0.0 kcal per mole

Here are the Löwdin charges for atoms 1 to 5, given in e: atom 1 (C): -0.290, atom 2 (N): -0.125, atom 3 (N): -0.044, atom 4 (N): -0.288, atom 5 (P): 0.748